*i*
ORCA calculation (ωB97M-V/def2-TZVPD) on a 2-piece molecular cluster, C3H6ClNS2 overall.

## Properties
molar mass: 155.7 g mol⁻¹
net charge: 0

```
13
C3H6ClNS2 (ωB97M-V/def2-TZVPD)
C 0.6526 0.4343 0.0986
C -0.7342 0.7183 0.6708
C -1.6512 0.3533 -0.5441
H 3.8344 -1.5543 1.2012
H 0.7350 -1.5920 0.6347
H -0.9483 1.9586 0.6837
H -0.8615 0.2364 1.7315
H -1.5844 0.9680 -1.3641
H -2.8918 0.4344 -0.3861
N 1.2871 -0.7569 0.3083
S 2.6165 -1.2766 -0.7794
S 1.3363 1.4178 -1.2350
Cl -1.7907 -1.3411 -1.0200
```

***

*ii*
ORCA calculation (ωB97M-V/def2-TZVPD) on one molecule with the formula C3H6ClNS2.

## Properties
SMILES: NC[C@H](Cl)C(=S)S
molar mass: 155.7 g mol⁻¹
net charge: 0

```
13
C3H6ClNS2 (ωB97M-V/def2-TZVPD)
C -0.4499 1.0645 -0.1872
C 0.1727 -0.2162 -0.9594
C 1.3907 -0.7533 -0.3573
H -0.2087 0.6270 2.0543
H -1.9526 0.5986 1.6254
H 0.2452 1.9263 -0.0968
H -1.2608 1.6894 -0.7919
H 0.0907 0.2085 -2.1408
H -0.1081 -2.4786 0.4728
N -0.9082 0.9371 1.2299
S 1.2458 -2.1334 0.7555
S 2.8868 0.0740 -0.6048
Cl -1.1436 -1.5438 -0.9998
```

***

Most favorable first, least favorable last: *ii*, *i*

***

*i*
ORCA calculation (ωB97M-V/def2-TZVPD) on H2NO4P as an isolated structure.

## Properties
molar mass: 111.0 g mol⁻¹
net charge: 0

```
8
H2NO4P (ωB97M-V/def2-TZVPD)
N 0.1890 0.9826 0.9550
O -0.9190 1.0496 1.4283
O 1.2677 1.2395 1.4096
O -1.1427 0.0795 -1.3677
O 0.7112 -1.7047 -0.2434
P 0.3223 0.3871 -0.8664
H -1.9629 -0.1059 -0.8514
H 1.5343 -1.9277 -0.4641
```

***

*ii*
ORCA calculation (ωB97M-V/def2-TZVPD) on one molecule with the formula H2NO4P.

## Properties
molar mass: 111.0 g mol⁻¹
net charge: 0

```
8
H2NO4P (ωB97M-V/def2-TZVPD)
N -1.1644 -0.5237 0.2034
O -1.6612 -1.5835 0.3471
O -1.8929 0.7200 0.4796
O 1.4157 -0.8244 -0.6075
O 0.9241 1.0745 0.5619
P 0.2318 0.3495 -0.6727
H 1.7754 -0.9789 -1.4394
H 0.3716 1.7666 1.1274
```

***

*iii*
ORCA calculation (ωB97M-V/def2-TZVPD) on a 2-piece molecular cluster, H2NO4P overall.

## Properties
SMILES: O=NO.O=PO
molar mass: 111.0 g mol⁻¹
net charge: 0

```
8
H2NO4P (ωB97M-V/def2-TZVPD)
N 2.0400 -0.1969 0.4974
O 3.0350 0.4025 0.6654
O 1.9597 -1.2044 -0.5095
O -0.5755 -1.5804 0.0655
O -1.6072 0.7414 -0.0471
P -0.9493 -0.4312 0.8944
H 1.0364 -1.5002 -0.3062
H -1.6812 1.5814 0.4412
```

***

Most favorable first, least favorable last: *iii*, *ii*, *i*